Entry 1:
Density functional theory data (ωB97M-V/def2-TZVPD) for a 3-piece molecular cluster, C2H10N2O2 overall.

Output
total charge = -1
energy relative to the best compared isomer or geometry (same formula, charge and spin) = 11.8 kcal/mol
frontier orbital gap (alpha / beta) = 2.64 / 8.71 eV
energy = -342.12353 a.u.
F_max = 2.22 eV/A
spin multiplicity = 2
LUMO energy (alpha / beta) = 3.77 / 3.66 eV

Last column: Mulliken charge in e.
Cartesian coordinates (Å):
1 C 1.8057 -1.4544 0.5935  -3.299
2 N 1.7870 0.5515 -1.2916  -0.579
3 C 0.6189 0.1024 -0.6997  -2.105
4 N 0.6174 -0.6235 0.3443  1.161
5 H 2.0987 -1.9502 -0.3707  0.488
6 H 2.6531 -0.8006 0.8999  0.510
7 H 1.4659 -2.1321 1.3725  0.983
8 H 1.7906 1.4637 -1.7528  0.736
9 H 2.6073 -0.0469 -1.1550  0.573
10 H -0.2515 0.6186 -1.1627  0.619
11 H -2.0721 -0.6208 2.3468  0.367
12 H -0.9213 -0.3000 1.4202  0.426
13 O -1.8894 -0.0894 1.5790  -0.970
14 H -3.1010 1.7396 -0.4468  0.330
15 H -1.9766 0.8496 -0.0342  0.378
16 O -2.3195 1.3137 -0.8100  -0.617

=====

Entry 2:
Density functional theory data (ωB97M-V/def2-TZVPD) for C17H46FIN2O22P5 as an isolated structure.

Output
total charge = -1
frontier orbital gap = 2.36 eV
energy = -4544.22439 a.u.
F_max = 9.47 eV/A
LUMO energy = -1.13 eV

Last column: Mulliken charge in e.
Cartesian coordinates (Å):
1 O -4.1347 -0.3759 3.2051  -0.538
2 C -3.5898 -1.2170 2.5743  0.690
3 F -4.1417 -2.4145 2.3839  -0.242
4 N -2.3576 -1.1241 1.9747  -0.174
5 C -1.4155 -2.0688 2.6834  0.347
6 O -1.2226 -3.1140 2.1191  -0.535
7 N -0.9056 -1.7614 3.8809  -0.682
8 I 0.5366 -0.3288 3.6302  -0.091
9 H -2.0442 -0.1673 2.0608  0.214
10 C -1.0514 4.5582 5.3145  -0.665
11 O -2.0644 4.4950 4.3154  -0.435
12 P -1.5339 4.3518 2.7323  1.245
13 O -0.4213 3.3788 2.9486  -0.628
14 O -1.0400 5.9265 2.7405  -0.363
15 C -2.0229 6.9429 2.9818  -0.642
16 O -1.5328 4.3378 1.0564  -0.265
17 C -0.2612 4.4591 0.4230  -0.608
18 H -1.5099 4.9921 6.2042  0.235
19 H -0.6986 3.5570 5.5523  0.262
20 H -0.2180 5.1850 4.9981  0.329
21 H -1.8783 7.3493 3.9840  0.256
22 H -3.0403 6.5607 2.8978  0.224
23 H -1.8857 7.7388 2.2512  0.273
24 H 0.2213 3.4847 0.3749  0.282
25 H 0.3826 5.1688 0.9391  0.319
26 H -0.4414 4.8166 -0.5917  0.209
27 C 0.0655 -6.2792 -3.8892  -0.575
28 O -0.2675 -4.9628 -3.4787  -0.507
29 P 0.9022 -4.1252 -2.5861  1.270
30 O 2.0317 -4.6553 -3.4476  -0.672
31 O 0.6521 -5.0232 -1.2505  -0.222
32 C -0.6396 -4.9160 -0.5918  -0.788
33 O 1.9831 -3.0942 -1.7767  -0.313
34 C 3.2000 -3.6724 -1.3161  -0.633
35 H -0.8725 -6.7865 -4.1212  0.241
36 H 0.6807 -6.2504 -4.7863  0.234
37 H 0.5811 -6.8244 -3.0989  0.251
38 H -1.2083 -5.8269 -0.7828  0.252
39 H -1.2094 -4.0597 -0.9483  0.357
40 H -0.4836 -4.8086 0.4777  0.293
41 H 3.9292 -3.6909 -2.1261  0.262
42 H 3.0508 -4.6768 -0.9269  0.227
43 H 3.5812 -3.0375 -0.5165  0.365
44 C -8.4822 8.1222 1.2537  -0.650
45 O -7.3606 7.5742 1.9383  -0.400
46 P -6.2087 6.8371 0.9866  1.111
47 O -6.1284 7.7702 -0.1747  -0.706
48 O -7.1722 5.5422 0.7027  -0.358
49 C -7.6943 4.8178 1.8317  -0.729
50 O -4.8224 5.9491 0.7975  -0.181
51 C -4.5516 5.4331 -0.5096  -0.615
52 H -9.2772 8.2386 1.9903  0.245
53 H -8.2329 9.1001 0.8476  0.252
54 H -8.8245 7.4621 0.4578  0.326
55 H -8.7577 5.0346 1.9336  0.239
56 H -7.1898 5.0815 2.7611  0.351
57 H -7.5635 3.7533 1.6499  0.288
58 H -4.0697 6.1988 -1.1138  0.233
59 H -5.4573 5.0835 -1.0005  0.321
60 H -3.8659 4.5964 -0.3845  0.259
61 C 2.6427 -0.7007 -3.4940  -0.671
62 O 2.9877 0.2284 -4.5339  -0.416
63 P 2.4615 1.7896 -4.3279  1.177
64 O 2.7214 2.0216 -2.8789  -0.651
65 O 0.9065 1.3777 -4.6630  -0.312
66 C 0.6328 0.7126 -5.9046  -0.688
67 O 2.2422 3.3461 -4.8717  -0.443
68 C 1.3591 4.1588 -4.1022  -0.641
69 H 2.7319 -1.7044 -3.9072  0.303
70 H 3.3352 -0.6086 -2.6624  0.287
71 H 1.6214 -0.5483 -3.1494  0.331
72 H 0.4070 -0.3352 -5.7063  0.203
73 H 1.4736 0.7664 -6.5970  0.348
74 H -0.2346 1.1826 -6.3655  0.265
75 H 1.8950 4.5869 -3.2568  0.242
76 H 0.4959 3.5978 -3.7496  0.306
77 H 1.0179 4.9650 -4.7515  0.321
78 C 7.2069 -6.0614 3.3239  -0.600
79 O 7.5559 -5.9452 1.9476  -0.473
80 P 6.4035 -6.4668 0.8283  1.268
81 O 5.2387 -5.8935 1.5925  -0.610
82 O 6.7335 -8.0369 1.2106  -0.319
83 C 8.0406 -8.5488 0.9104  -0.706
84 O 5.4415 -6.9455 -0.4656  -0.440
85 C 4.2532 -7.6699 -0.1498  -0.550
86 H 8.1382 -6.0286 3.8911  0.239
87 H 6.5824 -5.2238 3.6243  0.251
88 H 6.6960 -7.0018 3.5276  0.311
89 H 8.6015 -8.6631 1.8382  0.227
90 H 8.5982 -7.8933 0.2406  0.347
91 H 7.9310 -9.5237 0.4382  0.258
92 H 3.4568 -6.9747 0.1087  0.186
93 H 4.4114 -8.3748 0.6641  0.310
94 H 3.9668 -8.2204 -1.0459  0.294

=====

Entry 3:
Density functional theory data (ωB97M-V/def2-TZVPD) for C45H47Co2N3O5P as an isolated structure.

Output
total charge = -1
frontier orbital gap = 4.27 eV
energy = -5390.13125 a.u.
F_max = 4.27 eV/A
LUMO energy = 2.25 eV

Last column: Mulliken charge in e.
Cartesian coordinates (Å):
1 C -0.2903 -0.3725 5.7240  -1.387
2 C -0.8796 0.1508 4.4139  0.430
3 C -2.3889 0.2892 4.5105  -1.351
4 N -0.5826 -0.8340 3.3576  0.773
5 N -1.1721 -2.0173 3.5057  -0.983
6 N -0.5858 -2.8348 2.5710  0.853
7 C -1.5922 -3.7805 1.9697  0.234
8 C -2.6757 -2.9726 1.2779  -1.411
9 C -2.0455 -4.5667 3.1771  -1.337
10 C 0.4383 -2.1684 1.9441  -0.947
11 C 1.5362 -2.9669 1.3034  2.031
12 C 2.8725 -2.3025 1.6342  -1.037
13 C 1.2101 -3.0021 -0.1864  -1.526
14 C 1.5582 -4.3861 1.8875  -1.733
15 C 0.3548 -0.8075 2.3053  1.637
16 C 0.9383 0.3364 1.7453  -1.651
17 H -0.7004 0.1231 6.6088  0.437
18 H -0.5159 -1.4423 5.8051  0.298
19 H 0.7940 -0.2280 5.7374  0.304
20 H -0.3968 1.0612 4.0513  0.227
21 H -2.6586 0.8506 5.4113  0.457
22 H -2.7952 0.8241 3.6453  0.305
23 H -2.8461 -0.7053 4.5737  0.269
24 H -1.0647 -4.4004 1.2386  0.325
25 H -3.4683 -3.6380 0.9228  0.447
26 H -3.1050 -2.2428 1.9767  0.238
27 H -2.2594 -2.4312 0.4190  0.334
28 H -2.8598 -5.2501 2.9321  0.456
29 H -1.2076 -5.1580 3.5609  0.316
30 H -2.3603 -3.8588 3.9508  0.278
31 H 2.9498 -2.1679 2.7284  0.365
32 H 3.7154 -2.9226 1.2934  0.512
33 H 2.9521 -1.3156 1.1632  -0.389
34 H 0.1938 -3.4028 -0.3418  0.300
35 H 1.2526 -1.9901 -0.6159  0.235
36 H 1.9263 -3.6517 -0.7074  0.445
37 H 0.6002 -4.8955 1.7448  0.358
38 H 2.3373 -4.9762 1.3830  0.445
39 H 1.7870 -4.3459 2.9613  0.310
40 H 1.6791 0.2211 0.9660  -0.351
41 H 0.4109 1.2797 1.9172  0.360
42 O 7.2207 4.3440 -2.0975  -0.445
43 C 6.1322 4.4394 -1.7172  0.016
44 Co 4.5223 4.6847 -1.1165  0.119
45 C 4.4149 3.7965 0.4088  0.178
46 O 4.4826 3.3685 1.4893  -0.438
47 C 4.9623 6.2688 -0.4879  0.878
48 O 5.4326 7.2539 -0.0966  -0.440
49 C 3.6659 4.9758 -2.6107  -0.347
50 C 3.3142 3.6863 -2.0794  0.974
51 C 2.9794 2.3759 -2.3918  -1.966
52 C 3.7580 1.2889 -1.8484  0.562
53 C 4.5894 0.4481 -2.6364  -0.153
54 C 5.3974 -0.5041 -2.0167  -0.617
55 C 5.4052 -0.6324 -0.6179  -0.468
56 C 4.6501 0.2486 0.1649  -1.089
57 C 3.7660 1.1225 -0.4440  0.372
58 Co 2.1823 5.0636 -1.5155  0.612
59 C 1.5931 4.2834 -0.0628  0.148
60 O 1.1551 3.7829 0.8972  -0.600
61 C 0.9756 5.1945 -2.7659  -0.131
62 O 0.1631 5.3916 -3.5777  -0.486
63 P 1.9578 7.0724 -0.7813  1.671
64 C 2.2553 7.5518 0.9554  0.374
65 C 1.7516 8.7754 1.4256  -0.504
66 C 1.9061 9.1342 2.7663  -0.738
67 C 2.5581 8.2624 3.6447  -0.618
68 C 3.0501 7.0406 3.1837  -0.860
69 C 2.8848 6.6761 1.8431  0.039
70 C 2.8510 8.3534 -1.7506  -0.064
71 C 3.5160 9.4268 -1.1438  -0.419
72 C 4.0938 10.4303 -1.9246  -0.670
73 C 4.0794 10.3288 -3.3162  -0.576
74 C 3.4899 9.2205 -3.9266  -0.767
75 C 2.8671 8.2393 -3.1488  -0.445
76 C 0.1922 7.5977 -0.9080  0.420
77 C -0.2186 8.7393 -1.6078  -0.149
78 C -1.5773 9.0645 -1.6793  -0.671
79 C -2.5284 8.2477 -1.0673  -0.532
80 C -2.1222 7.1200 -0.3521  -0.694
81 C -0.7650 6.8069 -0.2588  -0.421
82 H 3.8602 5.2955 -3.6180  0.482
83 H 2.2039 2.1773 -3.1548  0.212
84 H 4.6218 0.6232 -3.7229  0.343
85 H 6.0216 -1.1543 -2.6301  0.356
86 H 5.9857 -1.4169 -0.1376  0.390
87 H 4.7238 0.2300 1.2593  0.314
88 H 3.0402 1.6947 0.1362  0.718
89 H 1.2343 9.4485 0.7403  0.483
90 H 1.5141 10.0891 3.1162  0.391
91 H 2.6761 8.5362 4.6936  0.369
92 H 3.5648 6.3580 3.8634  0.455
93 H 3.2283 5.7017 1.4889  -0.052
94 H 3.5664 9.4950 -0.0599  0.467
95 H 4.5486 11.2917 -1.4322  0.391
96 H 4.5286 11.1140 -3.9222  0.351
97 H 3.4999 9.1070 -5.0099  0.418
98 H 2.3932 7.3790 -3.6276  0.202
99 H 0.5177 9.3706 -2.1028  0.320
100 H -1.8874 9.9598 -2.2184  0.386
101 H -3.5882 8.4852 -1.1459  0.353
102 H -2.8557 6.4759 0.1329  0.396
103 H -0.4471 5.9365 0.3173  0.324

=====

Entry 4:
Density functional theory data (ωB97M-V/def2-TZVPD) for C25H27N3O5SSr as an isolated structure.

Output
total charge = 0
energy relative to the best compared isomer or geometry (same formula, charge and spin) = 11.4 kcal/mol
frontier orbital gap = 7.78 eV
energy = -1938.35051 a.u.
F_max = 0.90 eV/A
LUMO energy = 0.26 eV

Last column: Mulliken charge in e.
Cartesian coordinates (Å):
1 Sr 0.5479 0.0559 -0.3534  2.424
2 O -3.5267 1.0235 1.0292  -0.783
3 C -2.5393 0.4898 0.5067  0.179
4 N -1.3997 0.1242 1.0875  -0.543
5 C -1.2947 0.4317 2.4964  -1.136
6 C 0.1532 0.6496 2.9383  0.742
7 C 0.4211 1.4978 4.0109  -0.570
8 C 1.7266 1.6929 4.4219  -0.412
9 C 2.7447 1.0261 3.7579  -0.732
10 C 2.3976 0.1976 2.7061  -0.175
11 N 1.1424 0.0089 2.2959  -0.310
12 C -2.6769 0.1604 -1.0103  0.442
13 C -3.9510 0.2244 -1.5545  -0.723
14 C -4.1250 -0.0717 -2.8941  -0.238
15 C -3.0227 -0.4142 -3.6604  -0.828
16 C -1.7854 -0.4430 -3.0429  -0.256
17 N -1.6069 -0.1654 -1.7525  0.050
18 H -1.6927 -0.3864 3.1153  0.368
19 H -1.9014 1.3025 2.7693  0.449
20 H -0.4020 1.9965 4.5071  0.441
21 H 1.9470 2.3558 5.2499  0.429
22 H 3.7824 1.1395 4.0391  0.442
23 H 3.1644 -0.3223 2.1419  0.376
24 H -4.7659 0.5096 -0.9056  0.477
25 H -5.1099 -0.0369 -3.3432  0.414
26 H -3.1058 -0.6527 -4.7115  0.389
27 H -0.8953 -0.7013 -3.6067  0.470
28 C 7.7523 1.1157 -1.0754  -0.775
29 O 7.5120 -0.2146 -1.4992  -0.464
30 C 6.2324 -0.6732 -1.4533  1.242
31 C 6.0714 -2.0127 -1.8654  -1.146
32 C 4.8149 -2.5408 -1.8482  -0.797
33 C 3.6632 -1.8197 -1.4433  0.043
34 C 2.3899 -2.5117 -1.4645  1.021
35 C 2.3203 -3.9643 -1.8752  -1.661
36 O 1.3134 -1.9792 -1.1486  -0.838
37 C 3.8371 -0.4497 -1.0248  -0.165
38 O 2.8867 0.3071 -0.6293  -0.394
39 C 5.1619 0.0824 -1.0459  -0.424
40 H 8.8245 1.2696 -1.1569  0.235
41 H 7.4383 1.2565 -0.0385  0.318
42 H 7.2284 1.8298 -1.7154  0.316
43 H 6.9325 -2.5829 -2.1807  0.420
44 H 4.6981 -3.5688 -2.1623  0.328
45 H 2.9034 -4.5959 -1.2035  0.381
46 H 2.7128 -4.1172 -2.8811  0.404
47 H 1.2800 -4.2756 -1.8439  0.336
48 H 5.2556 1.1108 -0.7344  0.237
49 O 0.4128 2.4513 -0.9371  -0.949
50 S 1.0062 2.8952 0.3941  1.049
51 C -0.0388 4.1852 1.0403  -0.808
52 C 0.8918 5.1042 1.8445  -0.605
53 C 2.3519 4.8906 1.3567  -0.540
54 C 2.3128 4.0508 0.0809  -0.766
55 H -0.8512 3.7358 1.6083  0.320
56 H -0.4572 4.6600 0.1494  0.450
57 H 0.8154 4.8832 2.9080  0.260
58 H 0.5780 6.1387 1.7152  0.327
59 H 2.9243 4.3616 2.1199  0.240
60 H 2.8680 5.8318 1.1758  0.400
61 H 3.2236 3.4976 -0.1379  0.203
62 H 1.9962 4.6092 -0.8042  0.418